Entry 1:
Entry from the Open Molecules 2025 dataset: C22H31F2K2LiN2NaO13 as an isolated structure (ωB97M-V/def2-TZVPD).

Calculated values
LUMO level	-5.063	eV
charge	+1
multiplicity	1

Atoms and positions in Å:
C: -5.0596 2.7210 1.2402
C: -4.8642 2.0972 -0.0752
O: -5.6133 2.2273 -1.0103
N: -3.6578 1.2290 -0.1776
C: -4.0150 -0.0930 -0.6746
C: -3.9803 -1.1621 0.3211
O: -4.2880 -0.2671 -1.8036
C: -2.6483 1.7569 -0.9783
C: -1.3980 1.3902 -0.8547
F: -0.9238 0.5688 -0.0046
C: -0.5923 2.0748 -1.8613
O: 0.6046 2.2257 -1.9367
O: -1.4624 2.5491 -2.7625
C: -2.6883 2.7483 -2.0705
O: -3.4744 3.6174 -2.3556
H: -4.6530 3.7061 1.2185
H: -6.0904 2.7146 1.4907
H: -4.5241 2.1635 1.9742
H: -3.3076 -0.8864 1.0983
H: -3.6335 -2.0658 -0.1237
H: -4.9662 -1.2738 0.7130
C: 0.0706 -0.2465 4.7138
C: 0.3399 -0.8090 3.3157
C: -0.2572 -2.1983 3.4257
O: -1.3506 -2.0975 4.3645
C: -1.2928 -0.8474 5.0393
H: 0.0707 0.8436 4.7626
H: 0.8236 -0.6197 5.4139
H: -0.2082 -0.2268 2.5667
H: 1.3962 -0.8261 3.0287
H: 0.4718 -2.9108 3.8162
H: -0.6328 -2.5697 2.4731
H: -2.1040 -0.2078 4.6622
H: -1.4506 -1.0063 6.1073
F: 1.8615 -1.4562 0.5530
C: 1.8400 4.4773 -4.6619
C: 2.6711 3.7729 -3.6065
O: 4.0711 4.0010 -3.7966
C: 4.5076 5.2241 -3.3947
O: 3.8102 6.0496 -2.8938
O: 5.7892 5.2914 -3.6555
C: 6.3989 6.5658 -3.3553
H: 2.1849 4.2185 -5.6702
H: 0.7875 4.2099 -4.5676
H: 1.9311 5.5536 -4.5600
H: 2.5358 2.7039 -3.6973
H: 2.3589 4.0399 -2.6037
H: 6.2020 6.8542 -2.3281
H: 6.0289 7.3242 -4.0391
H: 7.4637 6.4325 -3.5002
K: -3.0747 -1.6254 -2.9328
C: 2.1780 -5.4275 0.8326
C: 1.1680 -4.9610 -0.0872
N: 0.3616 -4.5718 -0.7994
H: 3.1390 -5.4778 0.3272
H: 2.2533 -4.7399 1.6716
H: 1.9142 -6.4166 1.1982
C: 4.2589 -1.9074 5.7544
C: 3.4446 -2.3815 4.5210
O: 3.3695 -1.5482 3.5616
O: 2.9826 -3.5047 4.6053
H: 4.6443 -0.9006 5.6153
H: 3.6289 -1.9124 6.6362
H: 5.1022 -2.5830 5.9259
Na: 3.0714 1.7580 -4.7992
C: -4.6378 -6.6346 -3.3934
C: -4.7387 -5.1617 -3.8319
O: -3.7278 -4.4312 -3.5969
O: -5.7904 -4.8077 -4.3740
H: -3.6772 -6.8488 -2.9270
H: -5.4330 -6.8588 -2.6831
H: -4.7614 -7.2830 -4.2601
Li: 3.0996 -0.4075 0.1217
K: 5.4621 -1.2964 3.8168

---

Entry 2:
Entry from the Open Molecules 2025 dataset: a 2-piece molecular cluster, C3H6ClNO overall (ωB97M-V/def2-TZVPD).

Calculated values
LUMO level (alpha / beta)	0.365 / 0.365	eV
energy above the lowest of the compared OMol25 structures with the same formula, charge and spin	94.64	kcal/mol
charge	0
multiplicity	1

Atoms and positions in Å:
C: 1.8604 -0.8384 -0.4488
C: -1.3773 0.2030 -0.4207
C: -0.4790 0.0700 0.8010
N: 0.9113 0.5138 0.6758
O: 1.3139 -1.8746 -0.4530
Cl: 1.1272 1.9961 -0.0088
H: 2.8730 -0.4786 -0.7823
H: -2.0168 1.1479 -0.3352
H: -0.7499 0.1668 -1.2966
H: -2.1918 -0.5042 -0.5485
H: -0.8897 0.4687 1.6869
H: -0.3813 -0.8705 1.1302

---

Entry 3:
Entry from the Open Molecules 2025 dataset: a 4-piece molecular cluster, C4H15NO3 overall (ωB97M-V/def2-TZVPD).

Calculated values
LUMO level	0.258	eV
energy above the lowest of the compared OMol25 structures with the same formula, charge and spin	35.00	kcal/mol
charge	0
SMILES	C=NCCC.O.O.O
multiplicity	1

Atoms and positions in Å:
C: 0.6615 0.7017 -1.9972
C: -0.3855 0.0472 -2.9011
C: -1.4748 -0.7416 -2.1661
C: -2.5359 1.2576 -1.4277
N: -2.5544 0.0076 -1.5266
H: 1.0129 0.0072 -1.2144
H: 1.5134 1.0214 -2.5845
H: 0.3368 1.4970 -1.3201
H: 0.1269 -0.5974 -3.6116
H: -0.8350 0.8725 -3.4596
H: -1.0124 -1.3325 -1.3751
H: -1.9615 -1.3696 -2.9120
H: -1.8533 1.9525 -1.9246
H: -3.2917 1.7650 -0.8297
H: -3.5038 2.5841 5.6422
H: -2.4192 1.7813 4.9497
O: -3.3642 1.9593 4.9247
H: 3.0948 -2.6381 0.6186
H: 4.2170 -1.6342 0.6962
O: 3.7871 -2.3193 1.2209
H: 4.1274 -2.0513 3.7101
H: 2.8777 -1.2539 3.3757
O: 3.4360 -1.5165 4.1120

---

Entry 4:
Entry from the Open Molecules 2025 dataset: one molecule with the formula C5H8O (ωB97M-V/def2-TZVPD).

Calculated values
LUMO level	1.074	eV
energy above the lowest of the compared OMol25 structures with the same formula, charge and spin	49.67	kcal/mol
charge	0
SMILES	C1CC2(C1)CO2
multiplicity	1

Atoms and positions in Å:
C: 1.7613 -0.3851 0.3414
O: 1.6208 0.9902 0.7166
C: 0.5125 0.3380 0.1737
C: -0.7188 -0.0436 0.9816
C: -1.3862 -0.2505 -0.4056
C: -0.2443 0.5524 -1.1309
H: 1.7851 -1.1206 1.1457
H: 2.4583 -0.5491 -0.4768
H: -1.1555 0.7550 1.5958
H: -0.5755 -0.9089 1.6459
H: -2.3763 0.1846 -0.5211
H: -1.3811 -1.3109 -0.6706
H: -0.5110 1.5963 -1.3430
H: 0.2107 0.1522 -2.0527

---

Entry 5:
Entry from the Open Molecules 2025 dataset: a 2-piece molecular cluster, C4H11N2O2S overall (ωB97M-V/def2-TZVPD).

Calculated values
LUMO level (alpha / beta)	3.803 / 3.800	eV
energy above the lowest of the compared OMol25 structures with the same formula, charge and spin	133.83	kcal/mol
charge	-1
multiplicity	1

Atoms and positions in Å:
C: 1.8681 -0.8928 0.6963
C: 0.0579 -1.6533 -0.9859
C: 0.0996 2.5786 0.1784
C: 0.4630 -1.4035 0.4804
N: -0.3010 1.2637 -0.3269
N: -0.9146 0.5313 0.5727
O: -2.9095 -1.2656 0.7823
O: -2.5532 0.0996 -1.2206
S: -2.5911 0.0764 0.2911
H: 2.4367 -1.6044 0.2257
H: 1.9496 0.1216 0.4453
H: 2.0733 -0.8854 1.8282
H: 0.5129 -2.6350 -1.2322
H: 0.6787 -0.9626 -1.7075
H: -0.9985 -1.5643 -1.0260
H: 1.0260 2.9231 -0.4504
H: -0.5980 3.4974 0.1967
H: 0.5551 2.3191 1.2483
H: -0.0739 -1.8027 1.2496
H: -0.7812 1.2588 -1.2454

---

Entry 6:
Entry from the Open Molecules 2025 dataset: one molecule with the formula C4H6O2 (ωB97M-V/def2-TZVPD).

Calculated values
LUMO level	0.872	eV
energy above the lowest of the compared OMol25 structures with the same formula, charge and spin	26.55	kcal/mol
charge	0
SMILES	O=C1CCCO1
multiplicity	1

Atoms and positions in Å:
O: 2.3575 0.9978 0.3459
C: 1.2976 0.6185 -0.0615
C: 0.8254 -0.7400 -0.5388
C: -0.6136 -0.6742 0.3719
C: -1.0392 0.7298 0.0650
O: 0.1676 1.4788 0.0018
H: 0.5195 -0.6920 -1.5899
H: 1.6502 -1.4886 -0.4686
H: -1.5105 -1.3237 0.2826
H: -0.2972 -0.6775 1.4232
H: -1.6607 0.8680 0.9724
H: -1.6967 0.9031 -0.8041

---

Entry 7:
Entry from the Open Molecules 2025 dataset: a 2-piece molecular cluster, C2H8NOS overall (ωB97M-V/def2-TZVPD).

Calculated values
LUMO level	3.770	eV
energy above the lowest of the compared OMol25 structures with the same formula, charge and spin	34.94	kcal/mol
charge	-1
multiplicity	1

Atoms and positions in Å:
C: -2.0098 -0.6972 -2.4943
S: -1.4507 0.2111 -0.9346
H: -1.3679 -1.6197 -2.6689
H: -3.1010 -0.8539 -2.4033
H: -1.7880 -0.1069 -3.3815
N: 0.6556 0.8649 1.7164
C: 1.9288 0.2309 1.9150
O: 2.2482 -0.7566 0.8883
H: 0.6078 1.7523 1.3486
H: -0.0707 0.1621 1.3884
H: 2.5766 1.0557 2.2043
H: 2.0099 -0.4245 2.8516
H: 2.2558 -0.5455 -0.0307

---

Entry 8:
Entry from the Open Molecules 2025 dataset: C27H35N6O5PRuS3 as an isolated structure (ωB97M-V/def2-TZVPD).

Calculated values
LUMO level (alpha / beta)	-7.803 / -9.856	eV
charge	+3
multiplicity	6

Atoms and positions in Å:
Ru: -0.5326 0.3544 -0.0089
C: 5.3287 -3.8018 -3.1592
C: 4.5275 -2.6084 -2.7153
C: 3.4136 -2.7611 -1.8841
C: 2.6609 -1.6707 -1.4943
C: 3.0411 -0.4043 -1.9473
C: 4.1531 -0.2154 -2.7650
C: 4.8840 -1.3266 -3.1401
S: 2.0928 0.9805 -1.5160
O: 2.8325 2.1932 -1.6935
O: 0.7657 0.9100 -2.1250
N: 1.6416 0.7796 0.0597
C: 2.3682 0.8936 1.1511
C: 3.7646 1.1249 1.2295
C: 4.3780 1.2169 2.4660
C: 3.6428 1.1061 3.6364
C: 2.2314 0.8789 3.6084
C: 1.4398 0.7687 4.7662
C: 0.0942 0.5339 4.6422
C: -0.4522 0.4033 3.3631
N: 0.2685 0.5159 2.2548
C: 1.5930 0.7562 2.3744
H: 5.0612 -4.6985 -2.6025
H: 6.3990 -3.6230 -3.0393
H: 5.1564 -3.9962 -4.2204
H: 3.1383 -3.7522 -1.5368
H: 1.8043 -1.7949 -0.8444
H: 4.4298 0.7811 -3.0928
H: 5.7546 -1.1998 -3.7737
H: 4.3408 1.2376 0.3177
H: 5.4465 1.3837 2.5183
H: 4.1397 1.1937 4.5967
H: 1.8985 0.8642 5.7444
H: -0.5396 0.4378 5.5149
H: -1.5029 0.1769 3.2248
C: 0.3383 4.6110 -1.0985
S: -0.9153 3.4865 -1.6778
C: -2.2232 4.6767 -1.8918
O: -1.3269 2.6510 -0.4290
H: 0.4231 5.4187 -1.8300
H: 1.2834 4.0752 -1.0455
H: 0.0365 4.9940 -0.1217
H: -1.9409 5.3392 -2.7139
H: -2.3477 5.2542 -0.9731
H: -3.1317 4.1405 -2.1729
N: -3.6324 3.2087 0.6009
C: -3.9461 2.2396 1.7120
P: -4.0969 0.6123 0.8639
O: -4.9656 0.9349 -0.3211
O: -2.7312 0.0338 0.7128
C: -5.1837 -0.4923 1.8848
N: -6.4354 -0.7556 1.0689
H: -2.6830 3.0609 0.2190
H: -3.7191 4.1769 0.8997
H: -4.2918 3.0291 -0.1658
H: -4.8891 2.5351 2.1693
H: -3.1494 2.2635 2.4524
H: -5.4559 -0.0406 2.8350
H: -4.6725 -1.4287 2.0825
H: -7.2952 -0.5327 1.5654
H: -6.5013 -1.7223 0.7622
H: -6.3456 -0.1525 0.2163
N: -1.2637 -0.6817 -3.4954
C: -1.0185 -1.6390 -2.5865
N: -0.9575 -1.4411 -1.2841
C: -0.6974 -2.6521 -0.6048
C: -0.5688 -2.8014 0.7726
C: -0.2747 -4.0541 1.2914
C: -0.1280 -5.1546 0.4515
C: -0.2728 -5.0216 -0.9194
C: -0.5538 -3.7609 -1.4302
S: -0.7790 -3.2828 -3.0920
H: -1.1537 0.2757 -3.2259
H: -1.2309 -0.8965 -4.4757
H: -0.7230 -1.9487 1.4215
H: -0.1679 -4.1877 2.3617
H: 0.0929 -6.1273 0.8736
H: -0.1680 -5.8815 -1.5720

---

Entry 9:
Entry from the Open Molecules 2025 dataset: C27H19CrN2O3 as an isolated structure (ωB97M-V/def2-TZVPD).

Calculated values
LUMO level (alpha / beta)	-5.829 / -10.151	eV
charge	+2
multiplicity	4

Atoms and positions in Å:
O: 4.4674 0.9426 2.2477
C: 4.2135 0.7580 1.1254
Cr: 3.7608 0.2300 -0.6435
C: 2.3714 -0.7449 0.1398
O: 1.5165 -1.3804 0.6250
C: 4.7245 -1.3791 -0.3115
O: 5.1601 -2.4004 0.0414
C: 5.1360 1.2946 -1.9532
C: 4.3165 2.2212 -1.2998
C: 2.9274 2.0787 -1.3279
C: 2.3068 1.0065 -2.0053
C: 0.8946 0.7179 -1.7737
C: -0.2697 0.5606 -1.4163
C: -1.5831 0.2718 -1.0055
C: -1.9249 -1.1435 -0.9132
C: -1.0254 -2.0606 -1.5298
C: -1.1638 -3.4382 -1.4263
C: -2.2579 -3.9730 -0.7343
C: -3.1905 -3.1004 -0.1590
C: -3.0366 -1.7191 -0.2507
C: -2.4539 1.4072 -0.7396
C: -2.0249 2.6719 -1.2400
C: -2.7320 3.8498 -1.0158
C: -3.9321 3.8098 -0.2950
C: -4.4015 2.5788 0.1816
C: -3.6764 1.4040 -0.0206
C: 3.1543 0.0807 -2.6638
C: 4.5437 0.2325 -2.6496
H: 6.2256 1.3920 -1.9119
H: 4.7611 3.0421 -0.7358
H: 2.2859 2.7888 -0.7997
H: -0.1854 -1.6590 -2.0969
H: -0.4235 -4.0847 -1.8988
H: -2.3862 -5.0506 -0.6629
H: -4.0628 -3.5019 0.3612
H: -3.7906 -1.0975 0.2122
H: -1.1043 2.7102 -1.8218
H: -2.3467 4.7880 -1.4154
H: -4.4973 4.7236 -0.1209
H: -5.3536 2.5292 0.7141
H: -4.0732 0.4893 0.4004
H: 2.6957 -0.7795 -3.1582
H: 5.1748 -0.5037 -3.1501
N: -1.3211 -0.8269 2.7844
C: -0.1909 -1.3954 3.1810
N: -0.1999 -1.5821 4.5473
C: -1.4068 -1.1079 5.0331
C: -2.0915 -0.6375 3.9229
H: 0.6551 -1.7065 2.5844
H: 0.5655 -1.9866 5.0807
H: -1.6825 -1.1369 6.0734
H: -3.0679 -0.1837 3.8911

---

Entry 10:
Entry from the Open Molecules 2025 dataset: C2H4BrO4S as an isolated structure (ωB97M-V/def2-TZVPD).

Calculated values
LUMO level	3.518	eV
energy above the lowest of the compared OMol25 structures with the same formula, charge and spin	53.36	kcal/mol
charge	-1
multiplicity	1

Atoms and positions in Å:
C: 2.5900 0.8339 0.8830
C: 1.5291 0.3405 0.3112
O: -2.0569 -0.5364 -1.7778
O: -1.4960 -1.9430 0.2511
O: -2.6957 0.1778 0.5008
O: 0.9929 -0.5399 -0.3153
S: -1.5136 -0.3002 -0.1976
Br: -0.1094 2.0983 0.3941
H: 2.9834 1.8346 1.1347
H: 3.3699 0.0948 0.8541
H: -2.9211 0.0028 -1.8548
H: -0.6725 -2.0631 -0.1834

---

Entry 11:
Entry from the Open Molecules 2025 dataset: a 2-piece molecular cluster, C4H3BrO overall (ωB97M-V/def2-TZVPD).

Calculated values
LUMO level (alpha / beta)	-3.131 / -3.131	eV
energy above the lowest of the compared OMol25 structures with the same formula, charge and spin	194.74	kcal/mol
charge	0
multiplicity	1

Atoms and positions in Å:
C: -1.3657 0.1886 -3.0253
C: -0.4310 0.0728 -2.3002
C: 0.9490 0.3895 1.7437
C: 0.1773 -0.5978 0.9800
O: -0.5080 0.2379 1.7222
Br: 0.1309 -2.4081 1.1544
H: -1.6454 0.6699 -3.9472
H: 1.5447 0.1480 2.5370
H: 1.1482 1.2993 1.1353

---

Entry 12:
Entry from the Open Molecules 2025 dataset: one molecule with the formula C7H15NO2S (ωB97M-V/def2-TZVPD).

Calculated values
LUMO level	0.427	eV
energy above the lowest of the compared OMol25 structures with the same formula, charge and spin	32.51	kcal/mol
charge	0
SMILES	CC[C@@H](C)N(CC)SC(=O)O
multiplicity	1

Atoms and positions in Å:
C: -1.9430 -0.8538 2.1385
C: 0.5565 1.3657 -2.7795
C: 2.0629 -1.0001 1.5821
C: -0.7762 1.6966 0.0235
C: -0.0204 0.2093 -1.9633
C: 1.0996 -1.5815 0.5348
C: 0.0751 0.4777 -0.3968
N: -0.0253 -0.7090 0.4473
O: -3.2051 -1.2062 2.4067
O: -1.2414 -0.2467 2.8635
S: -1.5521 -1.4185 0.4636
H: 0.5664 0.9209 -3.8280
H: -0.0314 2.3707 -2.9166
H: 1.4862 1.5153 -2.4455
H: 2.5741 -1.6521 2.1570
H: 2.8263 -0.3303 1.2709
H: 1.3125 -0.4378 2.1897
H: -0.8136 1.6671 1.1467
H: -0.2988 2.6957 -0.4407
H: -1.7830 1.6290 -0.2059
H: -1.0668 0.0252 -2.0521
H: 0.4297 -0.7584 -2.1644
H: 1.5310 -1.5624 -0.4104
H: 0.8641 -2.5953 0.9015
H: 1.2140 0.9146 -0.2231
H: -3.8413 -1.1355 1.7007

---

Summary of strongest force on any atom in Eh/bohr
0.10628; 0.08142; 0.02751; 0.01047; 0.09935; 0.04754; 0.09376; 0.02841; 0.10213; 0.05381; 0.11095; 0.11302
(order as listed above)